1.
DFT (wB97M-V/def2-TZVPD) results for a cluster of 2 separate species, C4H9NO4 in total.

Geometry (Å):
C 3.19696 -0.23695 0.67863
N 2.34783 0.34008 -0.33103
C 1.07415 -0.03709 -0.52337
O 0.51902 -0.92537 0.10035
O 0.49090 0.65855 -1.50265
H 4.10219 -0.64806 0.22874
H 3.47365 0.50914 1.42607
H 2.63715 -1.03665 1.15997
H 2.69123 1.10812 -0.88493
H -0.46006 0.42786 -1.54696
O -1.47680 1.46089 0.54438
C -2.48950 0.84206 0.70587
C -2.88738 -0.39086 -0.06648
O -1.93252 -0.81466 -0.99058
H -3.24119 1.13711 1.46511
H -3.13449 -1.18066 0.66041
H -3.80262 -0.15795 -0.62423
H -1.10855 -1.05557 -0.49930

Output
Gap between HOMO and LUMO in eV: 10.6738
ΔE to the lowest compared entry with this formula, charge and spin in kJ/mol: 67.5
Electronic energy in Ha: -513.55184
Largest force on an atom in eV/A: 0.58
SMILES: CNC(=O)O.O=CCO



2.
DFT (wB97M-V/def2-TZVPD) results for a cluster of 4 separate species, C3H14O3S2 in total.

Geometry (Å):
C 0.95135 -1.14079 3.08147
C 1.11135 -2.21697 1.95622
S 0.18334 -1.88584 0.43313
S 1.12117 -0.17719 -0.21546
C -0.22091 0.63791 -1.13958
H 0.34384 -1.65132 3.82192
H 0.31756 -0.36236 2.65022
H 1.89076 -0.64904 3.29550
H 2.13916 -2.25599 1.58201
H 0.87549 -3.22960 2.26265
H -1.06751 0.68122 -0.45331
H 0.11214 1.55684 -1.61206
H -0.61249 0.05979 -1.98442
O -5.67240 -2.09350 -2.61627
H -6.41810 -1.86825 -2.09505
H -4.93075 -1.48144 -2.56174
O -1.40976 5.23559 1.29026
H -1.28461 6.18157 1.28118
H -2.19954 5.07769 1.79344
O 4.78117 0.19356 -3.65145
H 5.62196 -0.09410 -4.00945
H 4.36676 -0.51778 -3.10922

Output
Gap between HOMO and LUMO in eV: 8.5024
ΔE to the lowest compared entry with this formula, charge and spin in kJ/mol: 121.8
Electronic energy in Ha: -1144.74893
Largest force on an atom in eV/A: 2.40
SMILES: CCSSC.O.O.O



3.
DFT (wB97M-V/def2-TZVPD) results for a cluster of 11 separate species, C38H62O29 in total.

Geometry (Å):
C 1.56650 -2.90344 0.35614
C 2.61979 -3.03175 -0.68643
C 3.96797 -3.49688 -0.04135
O 4.26342 -4.65982 -0.83240
C 3.16992 -5.13733 -1.46859
O 2.99277 -6.27664 -1.97430
O 2.22615 -4.12654 -1.47290
H 1.85675 -2.25974 1.18650
H 1.36975 -3.87811 0.80269
H 0.61283 -2.54597 -0.03226
H 2.63128 -2.15192 -1.32974
H 3.90413 -3.72853 1.02184
H 4.77334 -2.77497 -0.17667
C -2.58925 -2.86957 -3.89788
C -3.32534 -1.94510 -2.88596
C -4.16668 -2.68040 -1.87833
O -3.94929 -1.93176 -0.71503
C -2.78851 -1.26257 -0.80047
O -2.13763 -0.72625 0.07977
O -2.35016 -1.27768 -2.04549
H -2.17390 -3.71971 -3.35673
H -1.88845 -2.29961 -4.50791
H -3.22483 -3.31664 -4.66224
H -3.93560 -1.17723 -3.36141
H -3.82996 -3.71478 -1.80913
H -5.21404 -2.61765 -2.17361
C -5.03119 2.18761 0.35499
C -4.28668 2.93838 -0.78092
C -2.79196 2.64620 -0.87124
O -2.59985 2.23340 -2.21676
C -3.75994 2.06158 -2.82420
O -3.88389 1.66171 -4.00101
O -4.79456 2.39850 -2.03187
H -4.68316 2.62725 1.28970
H -4.82707 1.11729 0.38424
H -6.11775 2.25238 0.29774
H -4.45822 4.01450 -0.80607
H -2.55056 1.81021 -0.21477
H -2.09093 3.44296 -0.62261
C -0.84583 -2.23976 3.43467
C -2.13624 -2.97938 3.40017
C -3.32261 -2.18575 2.91763
O -4.03272 -3.07926 2.12452
C -3.24108 -4.11073 1.74971
O -3.43968 -5.09640 1.04977
O -2.06850 -4.02539 2.43847
H -0.08290 -2.90972 3.83116
H -0.79101 -1.45650 4.19073
H -0.60719 -1.87228 2.43662
H -2.41089 -3.53522 4.29667
H -3.11483 -1.31817 2.29136
H -3.95592 -1.89328 3.75517
C -1.11570 0.63176 -5.65825
C -0.03116 1.70372 -5.49320
C -0.51306 3.09717 -5.40730
O 0.12483 3.67791 -4.28811
C 0.94617 2.76288 -3.76335
O 1.68783 2.95029 -2.83629
O 0.70609 1.59611 -4.32630
H -0.64753 -0.35037 -5.72416
H -1.64132 0.76844 -6.60331
H -1.91092 0.60062 -4.91343
H 0.71135 1.60774 -6.28540
H -1.58550 3.21565 -5.25264
H -0.20666 3.67789 -6.27734
C 2.20761 -0.11829 4.00914
C 3.06073 -1.37101 4.03850
C 4.00240 -1.43395 5.24079
O 3.85507 -2.73638 5.78741
C 2.83263 -3.33987 5.13931
O 2.45240 -4.52126 5.28772
O 2.27054 -2.48367 4.26839
H 2.78563 0.80450 3.95968
H 1.50168 -0.05568 4.83731
H 1.55599 -0.21119 3.14031
H 3.58323 -1.43439 3.08399
H 3.78660 -0.72718 6.04206
H 4.98955 -1.40375 4.77957
C -4.22455 2.08818 5.11295
C -2.86026 2.66247 4.64042
C -1.59797 2.04341 5.19971
O -0.97948 1.45538 4.05854
C -1.69229 1.67020 2.97410
O -1.23233 1.41190 1.85515
O -2.78255 2.30321 3.27668
H -4.99516 2.65422 4.58964
H -4.30261 2.18600 6.19574
H -4.31294 1.04559 4.80748
H -2.89657 3.73985 4.80181
H -1.75790 1.30025 5.98090
H -0.94536 2.85134 5.53055
C 4.06317 -0.07764 -3.33423
C 3.33034 -0.47064 -4.58988
C 3.94554 -1.59676 -5.41905
O 2.76812 -2.40495 -5.69336
C 1.72505 -2.03449 -4.85851
O 0.64029 -2.63821 -4.83468
O 2.09782 -0.96953 -4.12650
H 5.07327 0.25232 -3.57702
H 4.12025 -0.84384 -2.56106
H 3.47570 0.73183 -2.90095
H 3.06346 0.32183 -5.28906
H 4.83783 -2.06496 -5.00347
H 4.27575 -1.19379 -6.37648
C 1.97792 3.22678 2.46042
C 1.63827 4.42979 1.54782
C 0.88059 3.99597 0.28630
O -0.12823 4.91521 0.28203
C -0.17705 5.64994 1.35326
O -1.09729 6.45485 1.64508
O 0.75144 5.26098 2.21490
H 1.01481 2.76599 2.67995
H 2.36887 3.55154 3.42468
H 2.41149 2.36453 1.95383
H 2.50401 5.04201 1.29525
H 0.46724 2.98739 0.28259
H 1.42765 4.03302 -0.65575
C 4.59586 0.78250 0.20279
O 3.67616 -0.31094 0.23244
H 4.97510 0.93292 1.21355
H 5.38125 0.40452 -0.45173
H 4.20911 1.64309 -0.34301
H 2.79908 0.07675 0.27748
C 0.66807 0.33430 -0.75423
O 1.03278 0.50481 0.62455
H 0.20099 -0.63696 -0.91734
H -0.03659 1.11986 -1.02707
H 1.57572 0.41902 -1.35181
H 0.18189 0.54169 1.06754

Output
Gap between HOMO and LUMO in eV: 10.3592
ΔE to the lowest compared entry with this formula, charge and spin in kJ/mol: 178.1
Electronic energy in Ha: -3667.18632
Largest force on an atom in eV/A: 5.80
SMILES: C[C@H]1COC(=O)O1.C[C@H]1COC(=O)O1.C[C@H]1COC(=O)O1.C[C@H]1COC(=O)O1.C[C@H]1COC(=O)O1.C[C@H]1COC(=O)O1.C[C@H]1COC(=O)O1.C[C@H]1COC(=O)O1.C[C@H]1COC(=O)O1.CO.CO



- Among the records above, which one has the lowest ΔE to the lowest compared entry with this formula, charge and spin?
  C4H9NO4



- Which formula does entry 3 have?
  C38H62O29



- Among the records above, which one has the highest ΔE to the lowest compared entry with this formula, charge and spin?
  C38H62O29



Repeat the first record exactly.
DFT (wB97M-V/def2-TZVPD) results for a cluster of 2 separate species, C4H9NO4 in total.

Geometry (Å):
C 3.19696 -0.23695 0.67863
N 2.34783 0.34008 -0.33103
C 1.07415 -0.03709 -0.52337
O 0.51902 -0.92537 0.10035
O 0.49090 0.65855 -1.50265
H 4.10219 -0.64806 0.22874
H 3.47365 0.50914 1.42607
H 2.63715 -1.03665 1.15997
H 2.69123 1.10812 -0.88493
H -0.46006 0.42786 -1.54696
O -1.47680 1.46089 0.54438
C -2.48950 0.84206 0.70587
C -2.88738 -0.39086 -0.06648
O -1.93252 -0.81466 -0.99058
H -3.24119 1.13711 1.46511
H -3.13449 -1.18066 0.66041
H -3.80262 -0.15795 -0.62423
H -1.10855 -1.05557 -0.49930

Output
Gap between HOMO and LUMO in eV: 10.6738
ΔE to the lowest compared entry with this formula, charge and spin in kJ/mol: 67.5
Electronic energy in Ha: -513.55184
Largest force on an atom in eV/A: 0.58
SMILES: CNC(=O)O.O=CCO